1.
{"formula": "C20H44LaNO2P3", "method": "ωB97M-V/def2-TZVPD", "symbols": ["La", "P", "P", "P", "H", "C", "C", "H", "C", "C", "C", "C", "C", "C", "C", "C", "C", "H", "H", "H", "H", "H", "H", "H", "H", "H", "H", "H", "H", "H", "H", "H", "H", "H", "H", "H", "H", "H", "H", "H", "H", "H", "H", "H", "H", "H", "C", "C", "C", "C", "C", "C", "O", "H", "H", "H", "H", "H", "H", "C", "N", "C", "C", "O", "H", "H", "H", "H", "H", "H", "H"], "positions_angstrom": [[-0.21730, -0.15810, 0.13394], [0.79338, -2.85219, -0.75160], [2.50620, -0.18407, 1.09424], [-3.09500, 0.40583, 0.17654], [2.33225, 4.35607, -0.46737], [1.23955, 4.42731, -0.37614], [0.67146, 4.73206, 0.80274], [1.30656, 5.00137, 1.66212], [1.72284, -2.28691, -2.24318], [1.83908, -4.27818, -0.23000], [-0.55410, -3.76905, -1.61300], [2.75002, 1.36556, 2.03910], [3.13091, -1.41480, 2.29527], [3.89049, -0.10506, -0.08959], [-3.60604, 2.05233, 0.80305], [-4.59021, -0.51289, 0.67730], [-3.34462, 0.63450, -1.62503], [0.64093, 4.09935, -1.22996], [-0.40681, 4.88998, 0.92770], [1.15809, -2.59719, -3.13820], [2.73319, -2.71734, -2.28091], [1.86810, -1.18407, -2.26761], [1.65828, -5.16184, -0.86825], [1.61356, -4.53718, 0.81426], [2.90541, -4.01445, -0.27494], [-0.18761, -4.67972, -2.11911], [-1.01503, -3.10111, -2.35632], [-1.32192, -4.03143, -0.87028], [3.82699, 1.59136, 2.08381], [2.35873, 1.24080, 3.05937], [2.22961, 2.20497, 1.55540], [4.22900, -1.34848, 2.33013], [2.81150, -2.42864, 2.01134], [2.73802, -1.19056, 3.29493], [4.81070, 0.08049, 0.47911], [3.71316, 0.70960, -0.80342], [3.96519, -1.05547, -0.63269], [-4.32314, 2.53681, 0.12274], [-2.72273, 2.69171, 0.93710], [-4.08604, 1.90440, 1.78257], [-5.44068, -0.29306, 0.01115], [-4.86145, -0.21984, 1.70318], [-4.36182, -1.58503, 0.69990], [-4.36490, 1.00446, -1.79103], [-3.19943, -0.31024, -2.16523], [-2.62639, 1.35941, -2.02780], [-0.23961, 0.92411, -3.59306], [0.68487, 0.40892, -4.49880], [0.53570, 0.72313, -5.84975], [-0.45165, 1.61971, -6.26547], [-1.29537, 2.21834, -5.32192], [-1.20563, 1.85808, -3.96117], [-0.19614, 0.48836, -2.23091], [0.50827, -0.23834, -2.16501], [1.52288, -0.20716, -4.18811], [1.17825, 0.28365, -6.60459], [-0.55932, 1.89340, -7.32655], [-2.02424, 2.98546, -5.63088], [-1.87965, 2.31618, -3.24312], [-1.58121, 0.42634, 4.72334], [-0.57622, -0.63506, 4.81442], [-0.11939, -1.01961, 6.16463], [-0.08748, -1.20639, 3.71660], [-0.41738, -0.86590, 2.52146], [-1.94928, 0.58153, 5.73909], [-2.41665, 0.12523, 4.08908], [-1.14420, 1.36351, 4.36227], [-0.09298, -2.11104, 6.28596], [0.87364, -0.60163, 6.39681], [-0.83230, -0.59921, 6.88674], [0.64707, -2.00310, 3.90357]], "mulliken_charge": [2.342, 0.532, 0.416, 0.480, 0.291, -0.553, -0.546, 0.291, -1.118, -1.430, -1.347, -0.954, -1.147, -1.323, -1.209, -1.286, -0.779, 0.285, 0.277, 0.480, 0.540, 0.238, 0.434, 0.385, 0.417, 0.449, 0.419, 0.416, 0.408, 0.378, 0.156, 0.440, 0.193, 0.358, 0.532, 0.409, 0.309, 0.406, 0.272, 0.434, 0.409, 0.396, 0.368, 0.582, 0.405, -0.441, 0.843, -0.356, -0.773, -0.615, -0.673, -0.579, 0.055, -0.076, 0.512, 0.413, 0.408, 0.407, 0.369, -0.805, 0.135, -0.821, -0.161, -0.786, 0.328, 0.282, 0.283, 0.359, 0.345, 0.299, 0.594], "relative_energy_kcal_mol": 0.0, "lumo_ev": -9.772, "total_energy_ha": -2048.42418, "orbital_gap_ev": 7.0, "total_charge": 3, "homo_ev": -16.72}

=====

2.
{"formula": "C20H44N8O28S2", "method": "ωB97M-V/def2-TZVPD", "symbols": ["C", "N", "O", "O", "H", "H", "H", "C", "N", "O", "O", "H", "H", "H", "C", "N", "O", "O", "H", "H", "H", "C", "N", "O", "O", "H", "H", "H", "C", "N", "O", "O", "H", "H", "H", "C", "N", "O", "O", "H", "H", "H", "C", "N", "O", "O", "H", "H", "H", "C", "N", "O", "O", "H", "H", "H", "O", "S", "O", "O", "C", "C", "O", "H", "H", "H", "H", "O", "S", "O", "O", "C", "C", "O", "H", "H", "H", "H", "O", "C", "C", "C", "C", "O", "H", "H", "H", "H", "H", "H", "O", "C", "C", "C", "C", "O", "H", "H", "H", "H", "H", "H"], "positions_angstrom": [[-4.03413, 1.11336, -0.53769], [-4.19393, -0.16591, -1.25795], [-4.63680, -0.06994, -2.39115], [-3.84237, -1.18173, -0.71209], [-3.04472, 1.13881, -0.08314], [-4.80880, 1.22249, 0.21888], [-4.05678, 2.01859, -1.13570], [-3.86100, 1.41106, -4.94154], [-3.01660, 1.99046, -3.87380], [-3.09417, 3.18209, -3.71175], [-2.23483, 1.31052, -3.22359], [-3.77625, 0.33256, -5.01959], [-3.53637, 1.82097, -5.89721], [-4.88678, 1.71977, -4.76825], [-1.42932, 4.76411, 1.79360], [-2.69306, 4.50927, 1.08300], [-3.58048, 5.31158, 1.16685], [-2.71824, 3.50712, 0.39756], [-0.75055, 3.92224, 1.68847], [-1.71873, 4.92850, 2.82859], [-0.87343, 5.60472, 1.38334], [-0.55186, 1.35616, 4.97119], [-1.37448, 2.52177, 5.42898], [-2.12834, 2.29080, 6.35497], [-1.22856, 3.58514, 4.86860], [-1.10531, 0.47791, 5.29095], [0.44385, 1.37091, 5.40093], [-0.52051, 1.30673, 3.88374], [1.99724, -1.62721, 4.24792], [1.88499, -0.24581, 4.80785], [1.38392, 0.62104, 4.11378], [2.44406, -0.03431, 5.86201], [2.33223, -2.30007, 5.02510], [2.64368, -1.56800, 3.37665], [1.02375, -1.91761, 3.85926], [-1.59196, -4.54348, -1.68886], [-1.60252, -5.55943, -0.61669], [-1.90278, -6.69326, -0.92943], [-1.31060, -5.18840, 0.50496], [-0.66852, -4.62882, -2.25850], [-1.74743, -3.53557, -1.32158], [-2.38046, -4.77652, -2.40174], [2.39047, -5.59137, 0.84104], [2.52890, -4.31481, 1.58015], [3.66174, -3.92892, 1.76574], [1.51419, -3.76604, 1.97396], [1.58974, -6.22322, 1.21146], [3.34908, -6.08199, 0.98383], [2.24187, -5.38553, -0.21589], [-2.92403, -3.87148, 3.88708], [-4.06751, -2.93991, 3.68461], [-5.06371, -3.16848, 4.33062], [-4.02379, -2.13402, 2.78132], [-3.15012, -4.82680, 3.42205], [-2.82658, -4.00893, 4.95953], [-2.02936, -3.45641, 3.43463], [4.93250, -3.25193, -0.68523], [4.07619, -2.17052, -1.07874], [4.21933, -0.87753, -0.49744], [4.02364, -2.07443, -2.71319], [2.69033, -1.73756, -3.13248], [1.78095, -2.56105, -2.16437], [2.54252, -2.65101, -0.96019], [2.60463, -0.66725, -2.94483], [2.65068, -2.02606, -4.17676], [1.53891, -3.57832, -2.45113], [0.94510, -1.90626, -1.92967], [6.71953, 3.52422, 0.52428], [5.47541, 3.88016, 1.13767], [5.51362, 4.97448, 2.05744], [4.30958, 4.11040, 0.05525], [3.07283, 3.56056, 0.47588], [3.43538, 2.42888, 1.45635], [4.79849, 2.55976, 1.80103], [2.37979, 4.19394, 1.03251], [2.53225, 3.27529, -0.42417], [3.20031, 1.41258, 1.14115], [2.81929, 2.62276, 2.33694], [-1.44436, 2.86652, -6.68728], [-0.55048, 2.81615, -5.88834], [0.07324, 1.50676, -5.39717], [1.16268, 2.00680, -4.42906], [1.47717, 3.37312, -5.03899], [0.15706, 3.83779, -5.41765], [-0.64607, 0.95855, -4.79067], [0.45039, 0.81000, -6.14119], [0.76291, 2.15004, -3.42898], [2.08607, 1.42902, -4.49869], [1.91110, 4.12801, -4.38665], [2.06580, 3.39409, -5.95914], [-0.05215, 2.40070, 0.94595], [-0.30454, 1.23656, 0.82683], [0.06696, 0.30659, -0.30001], [-0.51976, -1.03296, 0.15525], [-1.21984, -0.77594, 1.51416], [-0.91346, 0.59556, 1.84566], [-0.36473, 0.67134, -1.23068], [1.14825, 0.20984, -0.40531], [-1.22911, -1.34187, -0.61186], [0.22001, -1.80714, 0.35707], [-2.27756, -0.99317, 1.39377], [-0.76480, -1.39219, 2.28564]], "mulliken_charge": [-0.567, 1.092, -0.582, -0.595, -0.067, 0.371, 0.311, -0.839, 0.753, -0.527, -0.330, 0.304, 0.316, 0.328, -0.195, 0.953, -0.594, -0.547, -0.062, 0.301, 0.291, -0.196, 0.993, -0.589, -0.576, 0.299, 0.377, -0.288, -0.731, 0.831, -0.367, -0.534, 0.354, 0.348, 0.115, -0.489, 0.937, -0.541, -0.485, 0.180, 0.081, 0.376, -0.714, 0.959, -0.550, -0.443, 0.272, 0.351, 0.158, -0.502, 0.933, -0.550, -0.539, 0.284, 0.307, 0.034, -0.572, 0.980, -0.418, -0.459, -0.414, 0.295, -0.109, 0.227, 0.340, 0.218, -0.096, -0.538, 0.985, -0.531, -0.385, 0.035, 0.191, -0.335, 0.303, 0.168, 0.067, 0.031, -0.605, 0.584, -0.211, 0.250, -0.648, -0.374, -0.065, 0.387, -0.100, 0.222, 0.303, 0.312, -0.893, 0.021, 0.492, 0.796, 0.302, -0.327, -0.024, 0.274, -0.199, -0.332, -0.006, -0.345], "relative_energy_kcal_mol": 46.8, "smiles": "C[N+](=O)[O-].C[N+](=O)[O-].C[N+](=O)[O-].C[N+](=O)[O-].C[N+](=O)[O-].C[N+](=O)[O-].C[N+](=O)[O-].C[N+](=O)[O-].O=S1(=O)OCCO1.O=S1(=O)OCCO1.O=C1CCCO1.O=C1CCCO1", "lumo_ev": -0.709, "total_energy_ha": -4128.75800, "orbital_gap_ev": 10.0, "total_charge": 0, "homo_ev": -10.74}

=====

3.
{"formula": "C20H44O18Tl", "method": "ωB97M-V/def2-TZVPD", "symbols": ["Tl", "C", "C", "C", "O", "C", "C", "C", "O", "O", "O", "H", "H", "C", "C", "O", "O", "H", "H", "H", "H", "H", "H", "C", "C", "O", "O", "H", "H", "H", "H", "H", "H", "C", "C", "O", "O", "H", "H", "H", "H", "H", "H", "C", "C", "O", "O", "H", "H", "H", "H", "H", "H", "C", "C", "O", "O", "H", "H", "H", "H", "H", "H", "C", "C", "O", "O", "H", "H", "H", "H", "H", "H", "C", "C", "O", "O", "H", "H", "H", "H", "H", "H"], "positions_angstrom": [[1.56682, -1.07079, 3.81562], [0.30749, 0.62700, -0.87767], [-0.92849, 0.81759, -1.48743], [-2.19858, 0.57741, -0.69310], [-3.40811, 0.67929, -1.19872], [-2.16697, 0.08745, 0.55665], [-0.89313, -0.24079, 1.24645], [0.48500, 0.05570, 0.47696], [1.53272, -0.23668, 1.02701], [-0.85754, -0.68315, 2.40415], [-0.88262, 1.26074, -2.69418], [1.18112, 0.96643, -1.41429], [-3.07088, -0.15062, 1.09764], [-6.57034, -0.72410, 1.39856], [-5.59174, 0.15005, 2.11534], [-5.17581, 1.29013, 1.36637], [-7.24250, -1.64459, 2.32400], [-6.02376, -1.34431, 0.68815], [-7.34617, -0.11913, 0.92932], [-4.71151, -0.45391, 2.33566], [-6.08131, 0.41049, 3.05374], [-4.55930, 0.90539, 0.73908], [-7.91736, -2.11078, 1.82518], [4.10857, -0.68441, -0.83592], [3.38358, -0.89660, -2.16845], [2.02995, -1.23006, -2.18581], [3.75025, 0.58035, -0.26948], [5.18069, -0.57472, -0.99909], [4.06894, -1.50170, -0.11581], [3.72249, -1.76341, -2.73581], [3.56567, -0.07246, -2.85818], [1.57729, -0.67341, -1.54797], [2.93816, 0.28801, 0.15081], [3.82230, 4.11878, -0.98970], [3.58471, 3.30620, -2.25074], [4.57274, 2.33306, -2.35799], [3.46298, 3.52295, 0.18900], [3.30438, 5.06403, -1.15203], [4.83220, 4.52813, -1.01480], [3.54703, 3.90540, -3.16049], [2.61542, 2.80765, -2.24563], [4.42478, 1.73012, -1.62575], [3.96465, 2.70457, 0.17601], [-0.51091, 1.47168, 5.82289], [-0.61595, 2.00140, 4.36022], [0.44688, 1.72335, 3.48135], [-0.35761, 0.06610, 5.75372], [-1.40480, 1.74897, 6.38161], [0.23052, 1.98717, 6.43334], [-0.66730, 3.09008, 4.34464], [-1.53192, 1.69377, 3.85577], [0.48719, 2.40972, 2.81137], [-0.77699, -0.37753, 6.49460], [3.30924, -3.89145, 1.54491], [1.90545, -3.62765, 0.82399], [0.85691, -3.23121, 1.71791], [3.78323, -2.72071, 2.25851], [4.04079, -4.13072, 0.77311], [3.28187, -4.71628, 2.25696], [1.58615, -4.51308, 0.27430], [2.07712, -2.81244, 0.12110], [0.08701, -3.51079, 1.21722], [4.74297, -2.74095, 2.24912], [0.92181, 3.49791, -5.28079], [-0.21361, 3.18596, -6.25633], [-0.80201, 1.93585, -5.89073], [0.35798, 3.81783, -4.01018], [1.67490, 4.22510, -5.58435], [1.43246, 2.56585, -5.03867], [0.15760, 3.13720, -7.28001], [-0.92448, 4.01223, -6.26289], [-0.09947, 1.29993, -6.04448], [0.32033, 2.99532, -3.51655], [-3.08351, -3.32547, 0.45910], [-1.96933, -3.42913, -0.50966], [-0.94001, -4.28400, -0.03737], [-3.57485, -4.61150, 0.82066], [-3.89934, -2.72997, 0.04934], [-2.64512, -2.79864, 1.30666], [-1.62521, -2.40207, -0.63140], [-2.39501, -3.85577, -1.41789], [-1.20817, -5.17985, -0.25450], [-4.35887, -4.51762, 1.36664]], "mulliken_charge": [0.874, -0.774, 0.441, 1.650, -0.662, -0.129, 0.326, 1.465, -0.953, -0.764, -0.673, 0.237, -0.754, -0.267, -0.193, -0.580, -0.550, 0.128, 0.321, 0.004, 0.428, 0.341, 0.309, 0.051, -0.467, -0.525, -0.457, 0.451, -0.259, 0.426, 0.302, -0.184, 0.346, -0.676, 0.129, -0.610, -0.483, 0.423, 0.261, 0.379, -0.218, 0.394, 0.383, -0.533, -0.367, -0.443, -0.397, 0.362, 0.300, 0.462, 0.178, 0.274, 0.244, -0.762, 0.311, -0.425, -0.484, 0.383, 0.389, 0.384, -0.221, 0.261, 0.242, -0.256, -0.545, -0.476, -0.507, 0.359, 0.198, 0.297, 0.306, 0.299, 0.284, 0.211, -0.437, -0.555, -0.583, 0.145, 0.016, 0.005, 0.531, 0.311, 0.350], "lumo_ev": [-1.045, -2.932], "total_energy_ha": -2315.01721, "spin_multiplicity": 2, "orbital_gap_ev": [7.6, 5.3], "total_charge": 0, "homo_ev": [-8.62, -8.25]}

=====

Here are the calculated molar mass numbers, same order: 562.41 908.73 776.94 (u).